No. 1
ORCA calculation (ωB97M-V with the def2-TZVPD basis set) on ClH8NaO4 as an isolated structure.

The energy relative to the best compared isomer or geometry (same formula, charge and spin) is 0.0 kcal/mol. The LUMO energy is -0.64 eV. Its total energy is -25261.2142 eV. The calculation puts the gap between HOMO and LUMO at 7.16 eV.

Positions of all 14 atoms, in Å:
Na 0.164 -0.207 -0.766
Cl -0.827 -2.878 -0.061
O 0.151 2.185 -1.438
H 0.848 2.581 -0.897
H -0.590 2.802 -1.391
O -2.510 0.198 0.219
H -2.452 0.778 0.985
H -2.751 -0.674 0.573
O 0.563 0.393 1.597
H 0.539 -0.331 2.238
H -0.073 1.037 1.927
O 2.079 -1.715 -1.186
H 2.964 -1.531 -0.848
H 1.896 -2.639 -0.953

Atomic forces in eV per Å
Na -0.407 -0.798 0.298
Cl 0.214 0.605 -0.017
O 0.154 -0.049 0.312
H -0.127 0.040 -0.170
H 0.057 -0.155 -0.052
O 0.102 0.162 0.089
H -0.183 -0.137 -0.026
H 0.353 -0.025 -0.246
O 0.010 0.152 0.050
H -0.044 -0.059 -0.303
H 0.083 -0.084 0.033
O 0.315 0.166 0.060
H -0.106 -0.111 -0.089
H -0.422 0.293 0.060

These are the natural (NBO) partial charges, in e, on atoms 1 to 4: number 1, Na, carries 0.943; number 2, Cl, carries -0.969; number 3, O, carries -0.963; number 4, H, carries 0.481

---

No. 2
ORCA calculation (ωB97M-V with the def2-TZVPD basis set) on one molecule with the formula ClHN2O.

The energy relative to the best compared isomer or geometry (same formula, charge and spin) is 91.0 kcal/mol. The SMILES is [O-]/[NH+]=N/Cl. The LUMO energy is -2.10 eV. Its total energy is -17561.4201 eV. The calculation puts the gap between HOMO and LUMO at 8.93 eV.

Positions of all 5 atoms, in Å:
O -1.638 0.433 0.060
N -0.521 0.029 0.021
N 0.419 0.837 -0.058
Cl 2.209 -0.342 0.097
H -0.469 -0.956 -0.120

Atomic forces in eV per Å
O -3.482 1.371 0.385
N 1.093 -0.222 -0.822
N 4.120 -1.110 0.555
Cl -2.966 1.636 -0.354
H 1.235 -1.675 0.237

These are the natural (NBO) partial charges, in e, on atoms 1 to 4: number 1, O, carries -0.371; number 2, N, carries 0.143; number 3, N, carries -0.025; number 4, Cl, carries -0.120

---

No. 3
ORCA calculation (ωB97M-V with the def2-TZVPD basis set) on one molecule with the formula ClHNO2P.

The energy relative to the best compared isomer or geometry (same formula, charge and spin) is 19.8 kcal/mol. The SMILES is O=[N+]([O-])PCl. The LUMO energy is -0.54 eV. Its total energy is -27409.5544 eV. The calculation puts the gap between HOMO and LUMO at 10.10 eV.

Positions of all 6 atoms, in Å:
O 0.131 1.264 -1.194
N -0.113 0.120 -0.792
O -0.841 -0.632 -1.446
P 0.759 -0.537 0.682
Cl -0.857 -0.944 1.659
H 0.921 0.728 1.092

Atomic forces in eV per Å
O 0.246 -1.052 1.174
N -0.836 0.824 -3.170
O 0.796 0.246 1.452
P 1.280 -0.974 -1.669
Cl -1.808 -0.709 1.474
H 0.322 1.665 0.739

These are the natural (NBO) partial charges, in e, on atoms 1 to 4: number 1, O, carries -0.376; number 2, N, carries 0.281; number 3, O, carries -0.371; number 4, P, carries 0.733

---

No. 4
ORCA calculation (ωB97M-V with the def2-TZVPD basis set) on a 2-piece molecular cluster, ClHNO2P overall.

The expectation value of S² is 2.011. The energy relative to the best compared isomer or geometry (same formula, charge and spin) is 19.2 kcal/mol. The spin multiplicity is 3. The LUMO energy (alpha / beta) is -0.98 / -1.29 eV. Its total energy is -27409.1000 eV. The calculation puts the gap between HOMO and LUMO (alpha / beta) at 8.25 / 10.28 eV.

Positions of all 6 atoms, in Å:
N -0.853 1.450 0.215
O -1.237 -2.264 0.007
O -1.050 0.259 0.012
P -2.075 -1.086 0.228
Cl 2.296 0.754 0.374
H 2.920 0.888 -0.836

Atomic forces in eV per Å
N -0.035 3.133 0.590
O -0.311 0.460 -0.001
O 0.029 -3.494 -0.662
P 0.201 -0.077 0.065
Cl 1.151 0.210 -2.004
H -1.035 -0.232 2.012

These are the natural (NBO) partial charges, in e, on atoms 1 to 4: number 1, N, carries 0.093; number 2, O, carries -0.966; number 3, O, carries -0.626; number 4, P, carries 1.497

---

No. 5
ORCA calculation (ωB97M-V with the def2-TZVPD basis set) on ClI3P2 as an isolated structure.

The energy relative to the best compared isomer or geometry (same formula, charge and spin) is 12.4 kcal/mol. The LUMO energy (alpha / beta) is -2.78 / -2.78 eV. Its total energy is -55403.0223 eV. The calculation puts the gap between HOMO and LUMO (alpha / beta) at 6.45 / 6.44 eV.

Positions of all 6 atoms, in Å:
P -0.353 -0.807 0.483
P 0.710 0.958 -0.305
Cl -0.086 -0.454 2.428
I 1.351 -2.518 -0.011
I -2.107 2.355 0.046
I 0.485 0.467 -2.641

Atomic forces in eV per Å
P -0.712 -0.565 -1.164
P -1.619 1.039 0.105
Cl 0.266 0.290 0.990
I 0.133 0.191 0.069
I 1.943 -0.938 -0.163
I -0.012 -0.016 0.163

These are the natural (NBO) partial charges, in e, on atoms 1 to 4: number 1, P, carries 0.341; number 2, P, carries 0.241; number 3, Cl, carries -0.248; number 4, I, carries -0.099

---

No. 6
ORCA calculation (ωB97M-V with the def2-TZVPD basis set) on an isolated ion of composition ClIO2P and charge -1.

The energy relative to the best compared isomer or geometry (same formula, charge and spin) is 0.0 kcal/mol. The SMILES is O=[P@]([O-])(Cl)I. Its total charge is -1. The LUMO energy is 2.98 eV. Its total energy is -34012.3243 eV. The calculation puts the gap between HOMO and LUMO at 8.59 eV.

Positions of all 5 atoms, in Å:
O -0.649 -0.759 -1.284
P -0.209 -0.201 0.008
O -0.811 -0.709 1.286
Cl -0.598 1.903 0.005
I 2.267 -0.234 -0.015

Atomic forces in eV per Å
O 0.506 0.362 -0.256
P -2.198 -0.701 1.014
O 1.347 0.707 -0.858
Cl 0.312 -0.413 -0.066
I 0.033 0.045 0.166

These are the natural (NBO) partial charges, in e, on atoms 1 to 4: number 1, O, carries -1.118; number 2, P, carries 1.956; number 3, O, carries -1.108; number 4, Cl, carries -0.424

---

no.,largest force on an atom (eV Å⁻¹)
1,0.94
2,4.30
3,3.38
4,3.56
5,2.16
6,2.52